{
  "formula": "C21H38F2K2NO25S2",
  "method": "the ωB97M-V functional and the def2-TZVPD basis",
  "species": ["O", "O", "O", "H", "H", "C", "H", "C", "C", "O", "H", "O", "C", "H", "C", "C", "O", "H", "F", "C", "S", "C", "H", "C", "H", "O", "H", "S", "H", "H", "C", "H", "O", "H", "K", "C", "H", "O", "H", "H", "C", "C", "H", "H", "H", "H", "O", "H", "C", "H", "O", "O", "O", "O", "C", "C", "O", "C", "O", "O", "H", "O", "C", "H", "H", "H", "H", "H", "O", "H", "C", "H", "H", "H", "C", "O", "H", "O", "O", "F", "H", "H", "C", "O", "H", "H", "O", "N", "O", "K", "H"],
  "coordinates": [[-1.799, -15.760, -13.750], [-2.460, -17.428, -8.953], [-1.253, -12.613, -11.685], [2.277, -21.599, -10.977], [-0.538, -18.606, -14.310], [0.525, -18.783, -14.490], [-0.497, -20.681, -7.616], [2.764, -17.980, -18.325], [-4.389, -17.377, -19.638], [3.793, -16.396, -16.357], [-0.586, -22.470, -15.222], [3.197, -16.859, -19.043], [1.861, -20.721, -10.481], [-0.154, -15.078, -15.837], [1.198, -17.839, -18.348], [-1.797, -18.587, -8.941], [-1.465, -18.815, -7.693], [-0.120, -19.532, -6.378], [-3.026, -19.787, -15.406], [-2.054, -16.969, -19.495], [-3.062, -16.232, -14.202], [-2.536, -12.920, -11.752], [0.749, -16.047, -13.849], [-4.463, -12.289, -12.971], [-3.766, -26.346, -11.832], [-5.223, -18.344, -19.997], [1.328, -14.458, -13.522], [-3.232, -18.170, -15.639], [-2.007, -22.944, -16.044], [-4.794, -11.423, -13.533], [1.332, -15.231, -14.289], [-1.650, -16.616, -20.443], [0.090, -20.548, -12.564], [2.466, -20.493, -9.607], [-2.904, -20.159, -12.363], [0.972, -19.743, -12.411], [-7.121, -18.123, -19.346], [1.008, -16.640, -19.067], [1.070, -13.741, -15.773], [0.879, -18.005, -15.159], [2.163, -16.101, -19.455], [-0.420, -13.257, -10.765], [3.134, -18.924, -18.721], [-3.784, -16.219, -10.045], [-2.126, -21.813, -14.615], [0.540, -12.734, -10.792], [-3.006, -22.899, -12.542], [-5.023, -12.255, -12.031], [-3.204, -25.470, -11.527], [-2.498, -25.695, -10.729], [1.831, -19.658, -11.414], [-1.518, -19.259, -9.907], [-2.377, -25.067, -12.627], [-2.024, -17.854, -16.344], [0.887, -14.812, -15.675], [-1.642, -22.678, -15.053], [-3.711, -15.517, -15.248], [-6.561, -17.949, -20.270], [-3.141, -17.866, -19.622], [-4.661, -16.229, -19.441], [0.703, -18.695, -18.807], [-1.819, -23.821, -14.234], [-0.318, -19.618, -7.444], [-4.736, -13.238, -13.430], [-3.386, -17.778, -10.802], [-2.215, -16.519, -10.794], [3.072, -17.945, -17.278], [0.553, -19.309, -8.018], [-3.085, -12.138, -12.664], [-0.785, -13.227, -9.740], [-2.432, -23.826, -13.077], [0.885, -20.994, -10.072], [-0.103, -14.268, -11.044], [-2.307, -16.169, -18.802], [-3.004, -16.959, -10.182], [1.267, -18.788, -13.279], [-6.986, -18.628, -21.008], [-3.049, -13.797, -11.098], [2.248, -15.122, -20.127], [-4.125, -16.004, -13.029], [-1.294, -17.592, -19.035], [0.789, -17.806, -17.338], [2.835, -15.943, -15.818], [1.783, -15.502, -16.536], [-3.876, -24.680, -11.197], [-6.648, -16.930, -20.636], [-4.489, -18.057, -16.300], [-3.223, -17.933, -14.119], [2.684, -15.658, -14.509], [-6.094, -18.487, -13.473], [0.631, -19.773, -14.938]],
  "lowdin_charge": [-0.2223, 0.0377, 0.0163, 0.1069, 0.0691, -0.0151, 0.0998, -0.1165, -0.6248, 0.1622, 0.1038, 0.0811, -0.0373, 0.1267, -0.1184, -0.6009, 0.0348, 0.1032, -0.2402, -0.0378, 0.5351, -0.6163, 0.0961, -0.0260, 0.1006, 0.0071, 0.1314, 0.4193, 0.1104, 0.1012, -0.1163, 0.1101, 0.0799, 0.0988, 0.8178, -0.6154, 0.0935, 0.0457, 0.1443, 0.0795, -0.5795, -0.0564, 0.1300, 0.0999, 0.0474, 0.0996, 0.0112, 0.0989, -0.0067, 0.1017, 0.0378, 0.0749, 0.0267, -0.2326, -0.0860, -0.0065, -0.2171, -0.0379, -0.0049, 0.1305, 0.1240, 0.0384, -0.0219, 0.0832, 0.0521, 0.0966, 0.0937, 0.0965, 0.0259, 0.1025, -0.6004, 0.0835, 0.0896, 0.1005, -0.0328, 0.0327, 0.0937, 0.1070, 0.1702, -0.2098, 0.0577, 0.0917, -0.5605, 0.0619, 0.0888, 0.0976, -0.2479, -0.3833, 0.0833, 0.9177, 0.1114],
  "mol_weight_g_mol": 884.843,
  "spin_multiplicity": 1,
  "charge": 1,
  "de_lowest_kcal_mol": 0.00,
  "gap_ev": 7.6
}


{
  "formula": "C28H34As2GaN3O4",
  "method": "the ωB97M-V functional and the def2-TZVPD basis",
  "species": ["H", "C", "C", "H", "C", "H", "O", "H", "H", "H", "C", "H", "C", "H", "H", "O", "H", "H", "C", "O", "H", "As", "N", "H", "H", "Ga", "C", "H", "C", "C", "H", "H", "C", "C", "C", "H", "H", "H", "C", "H", "C", "H", "H", "H", "C", "H", "C", "C", "C", "H", "H", "C", "O", "H", "C", "H", "N", "H", "C", "H", "C", "H", "N", "C", "C", "H", "H", "C", "C", "C", "C", "As"],
  "coordinates": [[3.840, 0.927, -0.729], [3.707, -1.492, -1.461], [-3.748, -1.115, 1.190], [4.460, -1.321, -0.703], [3.585, -2.739, -2.051], [0.000, 2.273, 5.771], [2.292, 2.939, 3.342], [1.031, 5.396, -1.808], [0.355, -6.475, -0.100], [-4.447, 0.961, -1.991], [-0.192, 1.631, 4.927], [-6.314, 0.087, -0.642], [0.058, -3.682, 1.779], [-3.533, -1.702, 2.080], [0.613, -0.109, 5.876], [0.607, 2.310, -1.318], [1.120, -2.065, -4.260], [-2.094, 0.511, -1.289], [-0.787, 2.153, 3.788], [0.136, -0.170, -0.050], [-1.498, 1.723, 1.801], [-0.899, -0.951, 1.069], [2.558, -0.099, 1.598], [3.507, -0.418, 1.388], [-2.574, 3.088, -1.021], [1.278, 1.214, -0.006], [-2.938, 0.136, -0.713], [1.633, 4.534, -3.250], [-0.369, -4.594, -0.816], [0.157, 0.292, 4.985], [0.755, -5.658, 2.189], [-2.494, 4.595, -1.966], [-0.073, -0.539, 3.896], [2.643, -2.950, -3.042], [2.878, -0.461, -1.870], [0.170, 5.539, -3.361], [-1.647, 4.485, -0.407], [-0.537, -4.948, -1.821], [-0.672, -3.285, -0.488], [4.243, -3.539, -1.748], [-0.657, -0.010, 2.753], [1.324, 0.166, -3.195], [-1.055, 3.196, 3.749], [0.187, -1.590, 3.949], [1.947, -0.661, -2.877], [0.035, 2.172, -4.460], [0.739, 4.867, -2.718], [-0.857, 2.372, -3.861], [-5.050, -0.862, 0.798], [-1.538, 2.997, -4.438], [2.014, -0.930, 1.864], [-1.940, 3.930, -1.300], [1.600, 2.386, 1.298], [2.932, 1.571, -1.938], [0.139, -5.449, 0.150], [-1.351, 1.431, -3.610], [2.565, 0.825, 2.660], [3.123, 0.649, 3.486], [-4.246, 0.384, -1.099], [-5.872, -1.250, 1.383], [-0.459, -2.831, 0.811], [2.551, -3.921, -3.499], [2.953, 0.834, -1.229], [-2.693, -0.611, 0.432], [0.356, -4.993, 1.439], [0.213, -3.342, 2.796], [-1.078, -2.603, -1.230], [2.158, 2.136, 2.469], [1.830, -1.910, -3.463], [-5.297, -0.112, -0.342], [-1.024, 1.332, 2.701], [-0.354, 3.342, -2.248]],
  "lowdin_charge": [0.1348, -0.0299, -0.0770, 0.1135, -0.0512, 0.1261, 0.1252, 0.0592, 0.1191, 0.1107, -0.0341, 0.1194, -0.0864, 0.1179, 0.1197, -0.4067, 0.1147, 0.0845, -0.0433, -0.3624, 0.1126, 1.3515, 0.0543, 0.1125, 0.0284, 0.2194, -0.1061, 0.0529, -0.0535, -0.0485, 0.1179, 0.0572, -0.0952, -0.0643, -0.2955, 0.0558, 0.0585, 0.1167, -0.0941, 0.1177, -0.3044, 0.1018, 0.1263, 0.0914, -0.0333, 0.0492, -0.1666, -0.1697, -0.0459, 0.0529, 0.0962, -0.1578, 0.0035, 0.1300, -0.0437, 0.0409, 0.0287, 0.1655, -0.0680, 0.1209, -0.2859, 0.1144, 0.1120, -0.3063, -0.0535, 0.0892, 0.1101, -0.6648, -0.0543, -0.0449, -0.1042, 1.1186],
  "mol_weight_g_mol": 696.164,
  "spin_multiplicity": 1,
  "charge": 2,
  "gap_ev": 9.6
}


{
  "formula": "C30H56BIN6O5",
  "method": "the ωB97M-V functional and the def2-TZVPD basis",
  "species": ["H", "H", "H", "H", "H", "H", "H", "H", "H", "H", "O", "H", "H", "C", "H", "C", "O", "H", "H", "C", "N", "C", "C", "H", "H", "C", "H", "C", "H", "H", "H", "H", "N", "H", "N", "C", "C", "C", "H", "H", "H", "H", "H", "H", "H", "C", "H", "H", "O", "O", "H", "H", "C", "N", "H", "C", "C", "H", "I", "H", "C", "H", "C", "H", "C", "C", "H", "H", "H", "H", "B", "H", "C", "C", "C", "C", "H", "C", "C", "H", "H", "H", "H", "H", "H", "C", "O", "C", "H", "H", "H", "N", "H", "C", "C", "H", "C", "C", "N"],
  "coordinates": [[-6.318, -0.727, 3.603], [1.798, 5.302, -7.657], [5.417, 0.285, -1.342], [-8.430, -1.134, 6.072], [1.730, 3.248, -6.182], [-0.931, 4.133, -6.962], [3.248, -5.530, -1.735], [0.362, 2.446, -5.965], [-1.563, -1.789, -0.191], [3.187, 0.439, -1.547], [-2.888, -0.226, 2.485], [-5.274, 0.486, 5.567], [1.546, 0.052, 3.021], [-1.942, -2.729, 2.527], [2.776, 5.816, -5.810], [-0.200, -0.173, -4.179], [-7.644, 0.789, 5.989], [1.861, 4.485, 3.036], [2.282, -3.192, -1.614], [0.990, -2.781, 0.215], [2.992, -1.396, 1.436], [0.622, 0.464, -2.143], [1.452, -5.061, -0.860], [2.810, 6.316, -4.121], [0.970, 1.291, -1.469], [2.220, 0.859, 1.065], [0.500, 4.816, -8.733], [3.410, -0.423, -0.857], [1.320, 2.247, 4.229], [-6.127, -2.213, 6.258], [7.484, -2.350, -1.310], [3.025, -3.806, -0.005], [0.829, 3.067, -6.622], [-7.474, 1.063, 3.945], [0.248, 0.841, -3.394], [2.091, -3.602, -0.582], [0.713, 5.226, -7.743], [0.592, -0.873, -1.560], [1.046, -2.991, 1.319], [0.296, 6.236, -7.703], [0.801, -5.393, -0.017], [5.257, -2.422, -1.289], [3.563, -0.835, 2.067], [-5.614, -2.297, 3.942], [-9.007, 0.299, 4.479], [-0.335, -1.577, -3.816], [-4.928, -0.302, 6.916], [5.634, -2.156, 0.474], [5.255, 0.409, 0.692], [1.296, 5.037, -4.592], [-2.633, -2.171, 4.635], [-2.985, -0.378, 3.444], [-6.267, -1.266, 5.726], [-5.064, -0.448, 5.918], [-1.911, -3.825, 4.433], [0.073, -1.938, -2.449], [2.541, 2.145, 0.417], [5.848, -0.088, 1.277], [-2.449, 0.810, -0.372], [-2.762, -3.405, 2.138], [1.004, -1.213, -0.071], [-0.521, 0.101, -5.219], [-7.513, -0.585, 6.321], [7.645, -1.650, 0.124], [1.775, 0.993, 2.467], [1.947, 3.518, 2.498], [-0.979, -3.148, 2.135], [-0.720, -2.378, -4.485], [3.130, -6.033, -0.209], [3.306, -1.335, -1.515], [-2.103, -1.244, 1.896], [2.645, 4.389, 0.595], [0.051, 5.009, -5.275], [-6.403, -1.605, 4.244], [2.408, -0.538, 0.356], [1.635, 2.256, 3.159], [-0.827, -2.383, 4.469], [-1.830, -2.754, 4.114], [2.148, 6.106, -4.964], [2.907, 2.205, -0.630], [3.620, -2.097, 1.044], [0.914, -4.979, -1.844], [0.008, -3.243, -0.100], [-7.364, -2.085, 4.041], [-0.614, 4.415, -4.641], [5.722, -1.705, -0.567], [-0.011, -0.638, 0.788], [0.101, 4.340, -6.661], [-0.043, -2.997, -2.140], [-7.421, -0.613, 7.411], [1.589, 7.016, -5.200], [7.195, -1.511, -0.789], [-8.704, 2.022, 4.761], [4.948, -0.313, -0.501], [-8.238, 1.037, 4.725], [-0.386, 6.014, -5.329], [2.389, 3.434, 1.106], [-1.351, -0.917, 0.472], [2.599, -5.998, -1.090]],
  "lowdin_charge": [0.0664, 0.0622, 0.1456, 0.1187, 0.0702, 0.1337, 0.0591, 0.0495, 0.0881, 0.1029, 0.0259, 0.0737, 0.1061, -0.1391, 0.0732, -0.1505, -0.1908, 0.0930, 0.1032, -0.1283, 0.0855, -0.1341, -0.2578, 0.0857, 0.1089, -0.1105, 0.0743, -0.0742, 0.0960, 0.1345, 0.0656, 0.0951, 0.0426, 0.0757, 0.0601, -0.1828, -0.0756, -0.1126, 0.1229, 0.0767, 0.1161, 0.1141, 0.0804, 0.0703, 0.0905, -0.0291, 0.0746, 0.1084, -0.0439, -0.1910, 0.0547, 0.0835, -0.4293, 0.0413, 0.0707, -0.0020, -0.0289, 0.0909, 0.8745, 0.1161, -0.2928, 0.1027, -0.2068, 0.0641, -0.0341, -0.0793, 0.0739, 0.0993, 0.0599, 0.1087, -0.4854, 0.0944, -0.2045, -0.0661, -0.3120, -0.0795, 0.0831, -0.1113, -0.1105, 0.0978, 0.0454, 0.1056, 0.0990, 0.0796, 0.1218, -0.2224, -0.1512, -0.4307, 0.0882, 0.1209, 0.0895, -0.0107, 0.0876, -0.3376, -0.1037, 0.1171, -0.0651, -0.5938, -0.0414],
  "mol_weight_g_mol": 718.531,
  "spin_multiplicity": 1,
  "gap_ev": 8.7,
  "smiles": "CCB(O)[C@@H](I)O[C@@](CCCN)(c1cccnc1)[C@@](N)(C[C@@H](O)CN)c1ccccc1.COC[C@@H](C)N.COC[C@@H](C)N"
}


{
  "formula": "C19H12BrHgNS",
  "method": "the ωB97M-V functional and the def2-TZVPD basis",
  "species": ["H", "H", "C", "H", "C", "C", "C", "Br", "C", "C", "H", "C", "C", "H", "C", "C", "N", "C", "H", "Hg", "C", "C", "C", "H", "H", "C", "C", "H", "H", "S", "C", "C", "C", "H", "H"],
  "coordinates": [[-2.355, 1.061, -1.935], [2.638, 4.031, 1.396], [3.681, 1.050, 2.628], [-1.485, 5.967, -2.007], [-2.981, 2.989, -2.695], [2.670, 2.962, 1.579], [-3.368, -3.416, -2.015], [-4.597, -4.708, -2.730], [-1.475, -1.692, -0.871], [-2.213, -3.122, -2.711], [-2.929, -1.512, 0.709], [3.640, 2.425, 2.391], [-2.182, 2.130, -1.963], [-3.813, 2.590, -3.264], [-1.107, 2.654, -1.228], [-3.641, -2.822, -0.798], [-0.247, 1.940, -0.472], [-2.692, -1.970, -0.246], [-2.032, -3.557, -3.685], [0.148, -0.393, 0.147], [-0.873, 4.051, -1.259], [-2.737, 4.361, -2.714], [1.738, 0.727, 1.201], [4.376, 3.076, 2.849], [-0.386, -2.046, -2.696], [-1.674, 4.901, -1.992], [1.690, 2.144, 0.959], [4.443, 0.622, 3.268], [-4.571, -3.024, -0.284], [0.522, 4.424, -0.260], [0.691, 2.687, 0.125], [-1.285, -2.265, -2.130], [2.727, 0.225, 2.026], [2.779, -0.840, 2.224], [-3.375, 5.017, -3.294]],
  "lowdin_spin": [0.0018, 0.0086, 0.1259, -0.0013, -0.0008, 0.0858, 0.0001, 0.0000, 0.0001, 0.0000, 0.0004, 0.0064, 0.0411, -0.0014, 0.0028, 0.0000, 0.1246, 0.0005, 0.0000, 0.0368, 0.0226, 0.0469, 0.1013, -0.0029, 0.0004, 0.0025, 0.0688, 0.0096, 0.0000, 0.0883, 0.2228, 0.0005, 0.0066, -0.0029, 0.0041],
  "mol_weight_g_mol": 566.873,
  "spin_multiplicity": 2,
  "charge": -1,
  "gap_ev": [4.1, 7.0],
  "s2": 0.7752
}


| no. | DFT total energy (a.u.) | strongest force on any atom (eV/Å) |
| --- | --- | --- |
| 1 | -4954.59516 | 6.0 |
| 2 | -7948.51974 | 1.3 |
| 3 | -2203.85163 | 3.3 |
| 4 | -3911.63135 | 1.5 |